{
  "formula": "C35H45NOPRh",
  "method": "wB97M-V/def2-TZVPD",
  "elements": ["Rh", "C", "C", "C", "C", "C", "C", "C", "C", "C", "C", "C", "C", "C", "C", "C", "C", "C", "H", "H", "H", "H", "H", "H", "H", "H", "H", "H", "H", "H", "H", "H", "H", "H", "H", "H", "H", "H", "H", "H", "H", "H", "H", "H", "H", "H", "H", "N", "C", "C", "C", "C", "C", "C", "P", "C", "C", "C", "C", "C", "C", "C", "C", "C", "C", "C", "C", "H", "H", "H", "H", "H", "H", "H", "H", "H", "H", "H", "H", "H", "H", "H", "H", "O"],
  "positions_angstrom": [[0.353397, -0.311811, 0.067173], [0.717771, -2.357693, 0.525191], [0.504740, -1.920575, 1.878041], [1.606519, -1.036341, 2.203259], [2.356470, -0.891756, 1.004434], [1.863211, -1.734501, -0.013300], [2.569572, -2.047330, -1.309369], [2.869547, -0.772251, -2.103420], [3.899785, -2.738079, -0.969609], [1.721326, -2.984641, -2.167073], [2.060947, -0.363074, 3.516047], [2.337623, -1.395637, 4.614588], [1.080744, 0.700016, 4.032781], [3.387285, 0.383100, 3.296262], [-0.477637, -2.713860, 2.744792], [0.238579, -3.908707, 3.396559], [-1.585616, -3.304062, 1.865222], [-1.179917, -1.866365, 3.807187], [0.118958, -3.089695, 0.011594], [3.257982, -0.308845, 0.907022], [3.452609, -0.068074, -1.505438], [1.944486, -0.282113, -2.410567], [3.451263, -1.017000, -2.995402], [4.559717, -2.067646, -0.415527], [4.412968, -3.038969, -1.885937], [3.733763, -3.628672, -0.358866], [0.777697, -2.506816, -2.439054], [1.504338, -3.917356, -1.642046], [2.256296, -3.232774, -3.086021], [1.431522, -1.881316, 4.966767], [2.797029, -0.900137, 5.472923], [3.024290, -2.165242, 4.256270], [0.069541, 0.327739, 4.181645], [1.091307, 1.522856, 3.342409], [1.408978, 1.133870, 4.980584], [4.189374, -0.297331, 3.009150], [3.678483, 0.872719, 4.227168], [3.300240, 1.151731, 2.525612], [0.636280, -4.565005, 2.619497], [-0.468077, -4.484357, 4.000085], [1.066991, -3.616717, 4.030895], [-1.205235, -4.047335, 1.164740], [-2.091721, -2.522154, 1.299194], [-2.324304, -3.801495, 2.497021], [-0.505591, -1.526599, 4.590318], [-1.960692, -2.456872, 4.291320], [-1.661582, -0.996209, 3.348933], [-0.292840, 1.368461, 1.417745], [-1.405554, 2.260005, 1.148131], [-1.854468, 3.119635, 2.140388], [-2.900119, 3.992213, 1.879100], [-3.480914, 4.008199, 0.619902], [-3.025462, 3.148866, -0.369950], [-1.984980, 2.251744, -0.124089], [-1.274556, 1.072141, -1.425825], [-2.080381, 1.694170, -2.940142], [-3.325062, 1.257647, -3.386988], [-3.877027, 1.788021, -4.545116], [-3.194298, 2.757114, -5.265031], [-1.953174, 3.196236, -4.826614], [-1.399325, 2.664363, -3.672246], [-2.405333, -0.351389, -0.956803], [-2.384034, -1.513577, -1.739087], [-3.265462, -2.554654, -1.502421], [-4.187873, -2.479679, -0.467346], [-4.216908, -1.347499, 0.330124], [-3.342221, -0.294944, 0.081995], [-0.336488, 0.843305, 2.295363], [0.560103, 1.902013, 1.521309], [-1.384771, 3.102259, 3.117418], [-3.252635, 4.659320, 2.654508], [-4.295901, 4.688577, 0.408059], [-3.491435, 3.168628, -1.347202], [-3.868680, 0.505414, -2.831063], [-4.844906, 1.441474, -4.884524], [-3.626802, 3.166675, -6.168785], [-1.412752, 3.947728, -5.387499], [-0.424674, 2.997327, -3.335890], [-1.680477, -1.578046, -2.557262], [-3.229039, -3.433266, -2.134628], [-4.868987, -3.300391, -0.281987], [-4.926124, -1.268843, 1.144461], [-3.420503, 0.587128, 0.698970], [-0.070896, -0.081094, -1.991329]],
  "atomic_forces_ev_per_a": [[-1.74, 1.63, -0.06], [-0.06, -0.96, 0.27], [0.74, -0.56, 0.35], [-0.26, -0.32, 0.32], [0.72, 0.27, 0.30], [1.30, -1.08, -0.32], [0.30, -0.09, -0.21], [0.00, 0.06, -0.08], [-0.04, -0.09, 0.01], [-0.07, 0.02, -0.02], [0.06, 0.00, -0.05], [-0.06, -0.06, 0.02], [0.24, -0.17, 0.40], [-0.01, -0.03, -0.08], [-0.21, 0.18, -0.02], [0.04, -0.01, -0.12], [-0.08, 0.08, -0.07], [0.00, 0.01, 0.06], [0.02, -0.03, 0.02], [-0.02, 0.04, -0.02], [0.05, 0.01, 0.01], [0.14, -0.05, 0.02], [0.06, -0.03, 0.02], [-0.01, 0.00, 0.00], [0.00, 0.00, 0.01], [0.00, -0.01, -0.01], [0.01, 0.01, 0.01], [0.03, -0.03, -0.01], [-0.01, 0.01, 0.00], [0.01, 0.00, 0.01], [0.01, 0.01, 0.00], [-0.03, 0.00, 0.01], [-0.02, 0.07, -0.07], [-0.12, 0.43, -0.12], [0.12, -0.25, 0.10], [0.01, -0.02, -0.01], [0.00, 0.00, -0.01], [0.00, 0.01, 0.02], [-0.01, -0.01, 0.01], [-0.02, 0.01, -0.02], [0.07, 0.05, 0.07], [-0.03, 0.00, 0.04], [0.00, -0.02, -0.03], [-0.01, 0.00, 0.00], [-0.02, 0.00, -0.02], [0.00, 0.00, 0.00], [0.00, -0.02, 0.02], [0.26, -0.17, 0.29], [-0.05, -0.11, -0.14], [-0.02, -0.04, -0.02], [0.00, 0.02, 0.05], [0.01, 0.01, -0.03], [0.09, 0.08, 0.01], [0.01, 0.27, -0.01], [0.26, -2.15, -0.84], [0.11, 0.18, 0.10], [0.01, 0.04, -0.01], [-0.01, -0.01, 0.00], [0.00, 0.00, -0.02], [0.02, 0.00, 0.00], [-0.02, 0.00, -0.03], [-0.19, 0.29, 0.40], [0.00, 0.00, -0.07], [0.03, -0.04, -0.04], [-0.01, 0.02, 0.06], [-0.01, 0.03, -0.07], [-0.03, -0.05, -0.12], [-0.66, 0.42, -0.40], [0.09, 0.28, -0.22], [0.00, -0.01, 0.01], [-0.01, 0.00, 0.00], [-0.01, 0.00, 0.00], [-0.02, -0.01, 0.00], [-0.01, 0.00, 0.00], [0.00, 0.00, 0.00], [0.00, 0.00, 0.00], [0.00, 0.01, 0.00], [0.01, 0.00, 0.00], [0.05, 0.00, 0.05], [-0.02, 0.00, 0.00], [-0.01, 0.00, 0.00], [-0.01, -0.01, 0.01], [0.02, 0.04, 0.06], [-0.98, 1.84, 0.23]],
  "mulliken_spin": [2.111, 0.047, 0.034, 0.182, 0.174, 0.093, 0.045, 0.017, 0.017, -0.001, 0.022, 0.024, 0.025, 0.011, -0.045, 0.014, 0.013, 0.010, 0.037, 0.017, 0.001, -0.007, -0.002, 0.001, 0.002, 0.002, 0.001, 0.000, 0.000, -0.002, -0.001, 0.004, -0.009, 0.007, -0.001, 0.000, 0.000, -0.001, 0.003, 0.001, -0.005, 0.000, -0.001, 0.000, 0.000, 0.000, -0.004, 0.079, -0.121, 0.004, 0.026, -0.003, 0.039, 0.119, 0.454, -0.048, -0.006, -0.001, 0.003, 0.015, 0.075, -0.103, 0.070, -0.024, 0.039, -0.025, 0.081, -0.019, 0.002, -0.001, 0.003, 0.001, 0.013, 0.003, 0.001, 0.001, 0.000, 0.009, 0.008, 0.000, 0.002, -0.002, 0.008, 0.462],
  "gap_ev": [6.305, 7.789],
  "lumo_energy_ev": [0.54, -0.42],
  "homo_energy_ev": [-5.77, -8.20],
  "multiplicity": 5,
  "max_force_ha_per_bohr": 0.0463,
  "e_above_lowest_ev": 0.939,
  "charge": 0
}

=====

{
  "formula": "C35H46AsBN9Ru",
  "method": "wB97M-V/def2-TZVPD",
  "elements": ["Ru", "C", "C", "C", "C", "C", "N", "N", "B", "N", "N", "C", "C", "C", "C", "C", "N", "N", "C", "C", "C", "C", "C", "H", "H", "H", "H", "H", "H", "H", "H", "H", "H", "H", "H", "H", "H", "H", "H", "H", "H", "H", "H", "H", "H", "C", "C", "C", "C", "C", "C", "N", "C", "C", "C", "C", "C", "N", "C", "C", "C", "C", "C", "C", "N", "H", "H", "H", "H", "H", "H", "H", "H", "H", "H", "H", "H", "H", "H", "H", "C", "As", "C", "C", "H", "H", "H", "H", "H", "H", "H", "H", "H"],
  "positions_angstrom": [[0.238197, 0.073228, -0.408330], [0.369550, -3.177915, 1.741964], [0.038739, -3.351467, 0.300184], [-0.376594, -4.525401, -0.330851], [-0.631236, -4.171290, -1.644808], [-1.126609, -5.023857, -2.760752], [-0.376829, -2.852628, -1.765071], [0.045697, -2.348244, -0.580511], [-0.334923, -2.025456, -3.063394], [1.080955, -1.412050, -3.144648], [1.531977, -0.519575, -2.235099], [2.824580, -0.286784, -2.499009], [3.650740, 0.677092, -1.716383], [3.208894, -1.047240, -3.600095], [2.076951, -1.755827, -3.982391], [1.942702, -2.725813, -5.103070], [-1.391036, -0.910684, -2.982401], [-1.479866, -0.122251, -1.887981], [-2.509008, 0.722112, -2.064415], [-2.856963, 1.745701, -1.036286], [-3.102606, 0.447955, -3.294263], [-2.368444, -0.593410, -3.850920], [-2.543373, -1.264593, -5.166862], [1.277393, -3.723530, 2.001660], [-0.435391, -3.571648, 2.363598], [0.500416, -2.122614, 1.968450], [-0.471015, -5.502557, 0.113007], [-1.325393, -6.027706, -2.395258], [-0.391668, -5.087603, -3.564159], [-2.044858, -4.616182, -3.184193], [-0.541755, -2.711224, -4.005328], [3.061310, 1.118076, -0.913266], [4.017324, 1.478018, -2.358255], [4.519442, 0.172477, -1.291504], [4.182634, -1.086278, -4.059039], [1.955507, -3.752692, -4.732751], [2.778345, -2.605325, -5.788149], [1.015056, -2.581226, -5.653908], [-2.050087, 1.826916, -0.309860], [-3.771313, 1.471952, -0.508006], [-3.012951, 2.718832, -1.499940], [-3.953435, 0.946230, -3.727747], [-3.347273, -0.790147, -5.722955], [-2.786152, -2.320397, -5.039952], [-1.626756, -1.206633, -5.754826], [-2.774327, -2.037133, 0.520036], [-2.276135, -1.245950, 1.689470], [-2.754698, -1.570767, 2.961497], [-2.354323, -0.833380, 4.053298], [-1.541049, 0.270594, 3.847437], [-1.135044, 0.574044, 2.559790], [-1.439512, -0.212076, 1.507803], [-0.428636, 1.837296, 2.261093], [-0.483441, 2.919934, 3.130951], [0.106279, 4.115045, 2.759654], [0.716633, 4.208338, 1.522289], [0.746691, 3.086973, 0.700965], [0.190172, 1.932623, 1.078321], [1.317968, 3.155803, -0.658271], [2.280108, 4.097292, -0.978579], [2.688760, 4.214393, -2.299955], [2.080661, 3.419374, -3.246595], [1.133882, 2.468852, -2.852745], [0.470884, 1.645051, -3.910807], [0.799080, 2.307762, -1.568377], [-3.855276, -1.905139, 0.433792], [-2.588731, -3.103149, 0.655378], [-2.312536, -1.708294, -0.400022], [-3.441086, -2.398837, 3.075533], [-2.688265, -1.087108, 5.050533], [-1.227652, 0.874812, 4.686466], [-1.012001, 2.846998, 4.069162], [0.064774, 4.972905, 3.417098], [1.123768, 5.148928, 1.183864], [2.714695, 4.728786, -0.217145], [3.451767, 4.927918, -2.580837], [2.322684, 3.517023, -4.296182], [-0.315769, 1.032658, -3.490512], [0.038207, 2.308058, -4.661470], [1.198299, 1.006052, -4.416301], [3.705389, 1.145542, 1.754508], [2.388027, -0.276039, 1.482979], [3.588579, -1.790350, 1.171874], [1.940245, -0.476449, 3.383931], [4.316305, 0.876678, 2.615088], [3.211868, 2.096343, 1.958531], [4.350771, 1.263483, 0.886854], [3.878141, -2.244913, 2.117189], [4.480239, -1.431313, 0.660650], [3.107590, -2.538098, 0.543811], [2.828871, -0.821496, 3.910561], [1.129089, -1.176589, 3.566117], [1.657351, 0.499448, 3.778120]],
  "atomic_forces_ev_per_a": [[-0.44, -0.20, -0.62], [0.03, 0.02, -0.17], [-0.04, -0.22, -0.05], [0.07, 0.07, -0.03], [-0.05, 0.01, 0.28], [0.07, 0.09, -0.10], [-0.03, -0.34, -0.28], [0.15, 0.66, 0.47], [0.14, 0.17, 0.37], [0.05, -0.28, -0.34], [-0.01, 0.23, 0.74], [0.03, -0.09, -0.17], [-0.09, -0.16, -0.05], [-0.06, 0.02, 0.04], [0.19, 0.25, 0.07], [-0.10, -0.06, 0.00], [-0.26, -0.23, -0.18], [0.36, 0.45, 0.57], [0.04, -0.16, -0.14], [0.01, -0.13, -0.12], [0.02, 0.07, 0.07], [-0.03, 0.20, 0.15], [0.07, -0.12, 0.01], [0.03, 0.04, 0.04], [0.01, 0.04, 0.04], [-0.06, -0.12, 0.03], [-0.03, 0.00, -0.03], [-0.01, -0.01, 0.01], [-0.02, -0.03, 0.00], [-0.01, -0.04, 0.00], [-0.01, -0.06, -0.07], [0.12, 0.05, -0.06], [0.01, 0.00, 0.03], [0.00, 0.03, 0.04], [-0.02, 0.01, -0.02], [-0.01, 0.01, -0.01], [0.01, -0.01, 0.00], [0.02, 0.00, -0.02], [-0.03, 0.10, 0.08], [0.00, 0.01, 0.01], [0.00, 0.01, 0.02], [0.01, -0.03, -0.03], [0.00, 0.01, 0.00], [-0.01, 0.01, -0.02], [-0.03, 0.01, -0.03], [-0.04, 0.08, -0.03], [-0.10, -0.05, 0.02], [0.05, 0.10, 0.08], [-0.03, -0.07, -0.04], [0.11, 0.10, -0.02], [-0.18, -0.26, 0.17], [0.08, -0.08, -0.32], [0.05, 0.16, 0.06], [0.04, -0.05, 0.03], [0.03, -0.05, -0.02], [0.02, -0.06, 0.02], [0.00, 0.18, 0.16], [-0.15, -0.35, -0.35], [0.16, 0.14, -0.25], [-0.01, -0.02, 0.11], [-0.06, -0.08, -0.11], [-0.01, 0.09, 0.16], [0.04, -0.06, -0.26], [-0.06, 0.02, 0.02], [-0.04, -0.08, 0.26], [0.00, 0.02, 0.05], [-0.01, 0.03, 0.02], [-0.04, -0.03, -0.08], [0.02, -0.03, -0.04], [0.00, -0.01, -0.01], [-0.03, 0.02, -0.03], [-0.01, -0.01, -0.02], [-0.02, 0.01, -0.01], [0.02, -0.01, -0.02], [-0.02, -0.02, 0.02], [-0.02, 0.02, 0.01], [0.00, -0.02, -0.01], [0.04, 0.07, -0.09], [0.02, 0.02, 0.00], [-0.01, 0.01, 0.01], [-0.08, 0.10, -0.10], [0.45, -0.26, 0.26], [-0.15, 0.00, -0.11], [-0.11, 0.04, -0.05], [-0.01, -0.03, 0.01], [-0.04, -0.03, 0.01], [-0.05, -0.04, 0.02], [0.00, 0.05, 0.03], [-0.01, 0.02, 0.01], [-0.05, 0.02, 0.01], [0.05, 0.03, -0.05], [0.05, 0.04, -0.03], [0.02, 0.01, -0.01]],
  "mulliken_spin": [4.025, -0.023, 0.007, 0.014, 0.013, -0.001, 0.007, 0.150, -0.073, 0.022, 0.136, 0.003, 0.007, 0.009, 0.023, -0.001, -0.057, 0.054, 0.058, 0.016, 0.006, 0.042, 0.000, -0.001, 0.001, -0.002, 0.001, 0.000, 0.000, 0.000, 0.000, -0.012, 0.003, 0.000, 0.002, 0.001, 0.000, 0.001, 0.020, 0.001, 0.001, 0.001, 0.000, 0.001, 0.001, 0.019, 0.021, 0.001, 0.001, 0.009, 0.016, 0.047, 0.000, 0.002, 0.001, 0.006, 0.028, -0.040, 0.009, 0.002, 0.002, 0.000, 0.001, 0.003, 0.107, 0.001, -0.001, 0.015, 0.000, 0.000, 0.001, 0.001, 0.000, 0.001, 0.000, 0.000, 0.000, 0.018, 0.001, -0.001, 0.016, 0.215, 0.005, 0.023, 0.005, 0.001, 0.000, 0.003, -0.001, 0.000, 0.004, 0.000, 0.000],
  "gap_ev": [7.956, 6.310],
  "lumo_energy_ev": [-5.71, -7.41],
  "homo_energy_ev": [-13.67, -13.72],
  "multiplicity": 6,
  "max_force_ha_per_bohr": 0.0160,
  "e_above_lowest_ev": 0.115,
  "charge": 2
}